Density functional theory data (the ωB97M-V functional and the def2-TZVPD basis) for a structure of composition C44H48BaFN10O3S at a distorted geometry.

Results
total charge	+1
LUMO level	-0.119	hartree
total energy	-81693.9632	eV
orbital gap	5.3	eV

Geometry as XYZ:
```
108
C44H48BaFN10O3S | the Open Molecules 2025 dataset | the ωB97M-V functional and the def2-TZVPD basis
Ba 0.77 -1.73 -0.53
C -0.66 2.22 1.62
C -0.13 0.83 1.48
N -0.79 -0.11 0.88
N -2.04 0.26 0.46
C -2.66 -0.56 -0.38
N -3.95 -0.15 -0.61
S -2.15 -1.93 -1.29
C 1.23 0.48 2.04
C 1.80 1.20 3.09
C 3.06 0.85 3.55
C 3.74 -0.20 2.96
C 3.09 -0.89 1.94
N 1.88 -0.56 1.50
H -0.62 2.72 0.65
H -0.10 2.82 2.33
H -1.72 2.19 1.90
H -4.35 0.45 0.09
H -4.55 -0.81 -1.06
H 1.26 2.02 3.55
H 3.51 1.40 4.37
H 4.73 -0.49 3.27
H 3.58 -1.72 1.45
C -3.19 -5.49 2.49
C -1.84 -4.88 2.87
C -1.44 -5.35 4.27
C -0.79 -5.15 1.81
C 0.45 -5.72 2.10
C 1.38 -5.95 1.10
C 1.11 -5.65 -0.23
C 2.10 -5.94 -1.32
C -0.14 -5.09 -0.51
C -1.06 -4.83 0.48
H -3.92 -5.33 3.28
H -3.09 -6.57 2.34
H -3.59 -5.07 1.57
H -1.96 -3.79 2.91
H -1.29 -6.43 4.29
H -2.23 -5.12 4.98
H -0.52 -4.88 4.61
H 0.70 -5.98 3.12
H 2.34 -6.39 1.36
H 3.02 -6.36 -0.92
H 2.36 -5.04 -1.88
H 1.69 -6.65 -2.04
H -0.39 -4.87 -1.55
H -1.99 -4.36 0.21
C 2.48 2.28 -7.20
C 2.97 2.70 -5.83
N 2.19 2.13 -4.74
C 2.64 0.98 -4.15
C 1.98 0.33 -3.17
C 2.41 -0.91 -2.41
O 3.07 -0.74 -1.37
O 1.81 -1.98 -2.72
C 0.75 0.87 -2.66
O 0.16 0.34 -1.72
C 0.25 2.07 -3.31
C -0.96 2.62 -2.90
C -1.43 3.75 -3.50
F -2.59 4.29 -3.05
C -0.74 4.38 -4.55
C 0.46 3.82 -4.96
C 0.98 2.68 -4.34
N -1.21 5.53 -5.24
C -2.61 5.95 -5.14
C -2.83 7.07 -6.16
N -1.80 6.92 -7.24
C -0.43 7.27 -6.71
C -0.33 6.68 -5.30
H 3.07 2.75 -7.98
H 1.43 2.55 -7.35
H 2.56 1.20 -7.32
H 2.99 3.79 -5.71
H 4.00 2.38 -5.67
H 3.59 0.62 -4.53
H -1.52 2.14 -2.09
H 0.97 4.26 -5.81
H -2.89 6.33 -4.15
H -3.25 5.10 -5.37
H -2.68 8.07 -5.75
H -3.82 7.03 -6.61
H -2.03 7.48 -8.06
H -1.78 5.94 -7.52
H -0.35 8.36 -6.73
H 0.28 6.83 -7.40
H -0.61 7.43 -4.54
H 0.70 6.40 -5.10
N -1.70 -0.09 11.55
C -1.34 -0.45 10.52
C -0.89 -0.91 9.23
C -0.09 -2.04 9.13
C 0.34 -2.48 7.89
C -0.02 -1.77 6.75
C -0.81 -0.63 6.85
C -1.25 -0.20 8.09
N 0.42 -2.20 5.48
C 1.55 -2.95 5.19
C 1.53 -3.13 3.84
N 0.41 -2.54 3.29
C -0.21 -2.00 4.29
H 0.18 -2.59 10.02
H 0.93 -3.38 7.80
H -1.06 -0.06 5.96
H -1.86 0.68 8.17
H 2.26 -3.22 5.94
H 2.25 -3.66 3.24
H -1.16 -1.48 4.23
```

Density functional theory data (the ωB97M-V functional and the def2-TZVPD basis) for a structure of composition C44H48N2O3P2PdS2 at a distorted geometry.

Results
LUMO level	0.014	hartree
total energy	-99257.0850	eV
orbital gap	6.8	eV

Geometry as XYZ:
```
102
C44H48N2O3P2PdS2 | the Open Molecules 2025 dataset | the ωB97M-V functional and the def2-TZVPD basis
Pd 0.01 -0.97 -0.37
O -2.44 -0.60 -1.86
S -1.23 -0.64 -2.74
C -0.25 0.85 -2.38
C -1.13 2.08 -2.29
C -0.38 3.25 -1.68
C 0.07 3.07 -0.23
S -1.20 2.82 1.05
O -1.75 1.44 0.92
C -2.45 3.92 0.39
C -2.27 5.30 0.46
C -3.27 6.13 -0.03
C -4.42 5.58 -0.58
C -4.59 4.21 -0.62
C -3.60 3.36 -0.12
C -1.84 -0.13 -4.37
C -3.19 0.09 -4.54
C -3.68 0.36 -5.81
C -2.82 0.38 -6.90
C -1.46 0.16 -6.72
C -0.97 -0.11 -5.45
H 0.54 0.91 -3.13
H 0.21 0.59 -1.40
H -2.03 1.84 -1.73
H -1.44 2.36 -3.30
H -0.99 4.15 -1.75
H 0.53 3.44 -2.28
H 0.61 3.95 0.12
H 0.71 2.19 -0.10
H -1.37 5.72 0.88
H -3.14 7.21 0.01
H -5.20 6.23 -0.96
H -5.49 3.78 -1.05
H -3.71 2.29 -0.13
H -3.84 0.05 -3.67
H -4.74 0.53 -5.95
H -3.21 0.57 -7.89
H -0.79 0.17 -7.57
H 0.09 -0.30 -5.31
N -0.25 -2.09 2.49
P 0.85 -0.92 1.85
C 2.46 -1.79 2.03
C 2.97 -2.22 3.25
C 4.17 -2.92 3.31
C 4.86 -3.20 2.14
C 4.36 -2.79 0.92
C 3.15 -2.09 0.86
C 0.88 0.28 3.24
C 2.05 0.76 3.82
C 2.00 1.66 4.88
C 0.77 2.10 5.36
C -0.40 1.66 4.76
C -0.34 0.76 3.71
P -1.50 -2.46 1.31
C -2.38 -3.72 2.34
C -3.38 -3.22 3.18
C -4.08 -4.06 4.04
C -3.80 -5.42 4.05
C -2.81 -5.93 3.21
C -2.11 -5.09 2.36
C -0.49 -3.51 0.20
C -0.87 -3.56 -1.15
C -0.12 -4.29 -2.07
C 1.01 -4.97 -1.66
C 1.38 -4.96 -0.31
C 0.64 -4.24 0.60
H -0.63 -1.89 3.41
H 2.43 -2.02 4.17
H 4.56 -3.25 4.27
H 5.80 -3.74 2.18
H 4.89 -3.01 0.00
H 2.74 -1.77 -0.09
H 3.02 0.43 3.46
H 2.91 2.01 5.34
H 0.73 2.78 6.20
H -1.36 2.02 5.10
H -1.26 0.43 3.23
H -3.62 -2.17 3.15
H -4.85 -3.66 4.68
H -4.34 -6.08 4.71
H -2.59 -6.99 3.22
H -1.35 -5.50 1.71
H -1.79 -3.08 -1.45
H -0.43 -4.32 -3.11
H 1.60 -5.52 -2.38
H 2.26 -5.50 0.01
H 0.92 -4.23 1.65
C 4.55 3.56 -1.23
N 3.81 2.41 -1.74
C 3.59 2.34 -3.17
C 3.32 1.43 -0.93
C 3.61 1.56 0.54
O 2.69 0.49 -1.37
H 4.94 4.12 -2.08
H 5.40 3.25 -0.62
H 3.92 4.23 -0.65
H 4.54 2.26 -3.71
H 3.07 3.23 -3.53
H 2.99 1.46 -3.39
H 3.50 2.58 0.91
H 4.63 1.22 0.75
H 2.92 0.91 1.07
```

Density functional theory data (the ωB97M-V functional and the def2-TZVPD basis) for a structure of composition C44H48N7NaO9PSe.

Results
total charge	-1
LUMO level	0.070	hartree
total energy	-154319.3174	eV
orbital gap	6.8	eV

Geometry as XYZ:
```
111
C44H48N7NaO9PSe | the Open Molecules 2025 dataset | the ωB97M-V functional and the def2-TZVPD basis
Na 0.12 -0.67 0.93
N -0.90 2.97 -1.11
P 0.38 1.96 -0.54
C 1.52 3.25 0.04
C 1.86 3.23 1.40
C 2.74 4.18 1.90
C 3.26 5.16 1.06
C 2.92 5.19 -0.28
C 2.06 4.23 -0.79
C 1.18 1.50 -2.11
C 0.44 1.29 -3.28
C 1.06 0.85 -4.43
C 2.43 0.60 -4.44
C 3.17 0.79 -3.29
C 2.55 1.24 -2.13
C -2.21 2.55 -1.16
C -3.27 3.46 -1.24
C -4.56 2.97 -1.33
C -4.76 1.59 -1.34
C -3.65 0.78 -1.26
N -2.40 1.23 -1.18
H -0.74 3.97 -1.16
H 1.44 2.46 2.04
H 3.02 4.15 2.94
H 3.95 5.89 1.46
H 3.34 5.94 -0.93
H 1.82 4.22 -1.85
H -0.63 1.46 -3.27
H 0.47 0.69 -5.33
H 2.91 0.25 -5.35
H 4.23 0.58 -3.28
H 3.13 1.36 -1.22
H -3.08 4.53 -1.22
H -5.40 3.65 -1.38
H -5.75 1.16 -1.41
H -3.74 -0.30 -1.28
O 0.53 -1.22 3.08
C 1.07 -0.10 3.15
O 0.50 1.01 3.16
C 2.60 -0.09 3.06
C 3.36 -0.05 4.18
C 4.77 -0.10 4.09
C 5.39 -0.18 2.86
C 4.61 -0.23 1.71
C 3.16 -0.15 1.70
O 2.42 -0.10 0.69
N 5.34 -0.26 0.48
O 4.81 -0.73 -0.52
O 6.48 0.20 0.45
N 5.57 -0.06 5.27
O 5.00 0.02 6.36
O 6.79 -0.13 5.17
H 2.89 -0.01 5.15
H 6.46 -0.19 2.79
O 1.32 -1.76 -2.27
C 1.60 -2.41 -1.16
O 0.84 -2.44 -0.22
C 2.93 -3.13 -1.16
N 3.70 -2.80 -2.37
C 4.07 -4.06 -3.04
C 3.99 -5.13 -1.95
C 2.79 -4.66 -1.13
H 3.44 -2.77 -0.27
H 4.50 -2.24 -2.11
H 2.14 -1.81 -2.82
H 5.05 -3.97 -3.50
H 3.35 -4.28 -3.83
H 4.90 -5.11 -1.34
H 3.87 -6.14 -2.35
H 2.78 -5.04 -0.11
H 1.86 -4.97 -1.61
C -3.47 -6.31 -2.12
C -4.80 -5.87 -1.52
C -5.55 -4.87 -2.40
C -4.94 -3.46 -2.38
N -5.10 -2.82 -1.09
C -4.10 -2.62 -0.18
Se -2.33 -2.99 -0.37
N -4.65 -1.97 0.89
C -3.90 -1.53 2.06
C -3.52 -2.63 3.03
C -4.67 -3.44 3.61
C -5.26 -4.49 2.66
C -5.99 -1.74 0.65
C -6.98 -1.11 1.39
C -8.25 -1.03 0.84
C -8.53 -1.56 -0.42
C -7.54 -2.19 -1.17
C -6.28 -2.27 -0.61
H -2.98 -7.05 -1.48
H -2.79 -5.47 -2.22
H -3.62 -6.76 -3.11
H -4.63 -5.44 -0.53
H -5.44 -6.74 -1.37
H -6.59 -4.80 -2.08
H -5.56 -5.22 -3.43
H -5.42 -2.83 -3.13
H -3.87 -3.48 -2.59
H -4.53 -0.77 2.55
H -3.00 -1.03 1.70
H -2.97 -2.14 3.84
H -2.81 -3.30 2.54
H -5.46 -2.77 3.97
H -4.30 -3.96 4.50
H -5.88 -4.06 1.88
H -5.88 -5.20 3.21
H -4.45 -5.05 2.18
H -6.77 -0.70 2.37
H -9.04 -0.54 1.39
H -9.53 -1.47 -0.82
H -7.76 -2.61 -2.14
```

Density functional theory data (the ωB97M-V functional and the def2-TZVPD basis) for a structure of composition C44H49ILiN3O2P2Si2 at a distorted geometry.

Results
total charge	-2
LUMO level	0.139	hartree
total energy	-97632.4581	eV
orbital gap	5.2	eV

Geometry as XYZ:
```
104
C44H49ILiN3O2P2Si2 | the Open Molecules 2025 dataset | the ωB97M-V functional and the def2-TZVPD basis
Li 13.28 10.50 11.29
C 9.78 13.56 9.47
Si 10.95 12.01 9.61
C 12.15 12.28 8.17
C 9.91 10.41 9.32
N 11.82 11.94 11.02
P 12.01 12.34 12.54
C 12.94 11.30 13.41
P 14.04 11.26 14.69
N 14.91 9.96 14.90
Si 16.45 9.46 14.49
C 17.33 8.39 15.83
C 17.65 10.88 14.16
C 16.30 8.29 13.02
C 15.03 12.80 14.71
C 15.40 13.33 13.48
C 15.95 14.62 13.46
C 16.11 15.31 14.65
C 15.83 14.72 15.89
C 15.30 13.44 15.90
C 13.13 11.35 16.34
C 11.91 11.96 16.42
C 11.13 11.88 17.60
C 11.59 11.15 18.70
C 12.86 10.57 18.63
C 13.62 10.69 17.47
C 10.27 12.42 13.23
C 9.84 11.40 14.13
C 8.55 11.25 14.52
C 7.58 12.16 14.06
C 7.97 13.15 13.22
C 9.31 13.30 12.83
C 12.37 14.14 12.70
C 12.92 14.88 11.67
C 13.13 16.27 11.84
C 12.86 16.84 13.09
C 12.42 16.03 14.17
C 12.23 14.69 13.94
H 9.30 13.70 8.46
H 10.37 14.44 9.66
H 9.01 13.55 10.25
H 11.65 12.25 7.22
H 12.94 11.50 8.18
H 12.65 13.25 8.32
H 9.48 10.38 8.32
H 9.14 10.36 10.02
H 10.56 9.47 9.33
H 17.62 9.03 16.68
H 18.25 7.95 15.49
H 16.66 7.70 16.31
H 17.90 11.44 15.06
H 17.25 11.56 13.42
H 18.59 10.52 13.67
H 15.81 7.42 13.36
H 17.18 8.02 12.45
H 15.54 8.70 12.32
H 15.14 12.72 12.61
H 16.32 15.06 12.54
H 16.63 16.25 14.58
H 16.04 15.19 16.85
H 15.05 12.99 16.81
H 11.47 12.39 15.48
H 10.13 12.29 17.52
H 10.91 10.97 19.53
H 13.22 9.97 19.45
H 14.59 10.30 17.50
H 10.62 10.70 14.43
H 8.30 10.41 15.15
H 6.52 12.04 14.26
H 7.23 13.83 12.83
H 9.52 14.15 12.19
H 13.20 14.34 10.76
H 13.55 16.79 11.00
H 12.97 17.87 13.29
H 12.26 16.45 15.15
H 11.84 13.99 14.70
C 17.08 11.44 9.71
C 15.78 10.65 9.95
O 14.94 11.19 10.64
C 15.66 9.26 9.43
C 16.69 8.66 8.70
C 16.72 7.31 8.40
C 15.68 6.49 8.88
C 14.60 7.05 9.48
C 14.52 8.45 9.84
O 13.49 8.92 10.48
H 16.94 12.37 10.25
H 17.30 11.60 8.64
H 18.00 11.01 10.09
H 17.55 9.25 8.31
H 17.50 6.79 7.89
H 15.82 5.41 8.75
H 13.72 6.47 9.77
I 8.80 6.97 11.79
C 9.98 7.68 13.41
C 9.38 7.91 14.64
C 10.19 8.37 15.64
C 11.53 8.58 15.41
C 12.04 8.30 14.14
N 11.29 7.82 13.15
H 8.33 7.71 14.73
H 9.67 8.56 16.58
H 12.15 8.98 16.16
H 13.07 8.44 13.85
```

What is the formula in the fourth record?
C44H49ILiN3O2P2Si2